1.
DFT (the ωB97M-V functional and the def2-TZVPD basis) results for a 2-piece molecular cluster, CH2Cl2O3S overall.

Output
Largest force on an atom = 5.740 eV Å⁻¹
Electronic energy = -43083.8350 eV
Orbital gap (spin up / spin down) = 7.35 / 4.75 eV
Net charge = 0
Relative energy (zero: lowest compared OMol25 entry of this formula, charge and spin) = 0.000 eV
Lowest unoccupied orbital energy (spin up / spin down) = -0.1 / -4.8 eV
Highest occupied orbital energy (spin up / spin down) = -0.2744 / -0.3512 Eh
Spin multiplicity = 3

CARTESIAN COORDINATES (ANGSTROEM)
1 Cl -2.4186 0.8064 -0.5765
2 Cl -0.1408 -0.9770 -1.0804
3 S 1.0444 -0.9004 2.3275
4 O 0.0017 -1.4032 1.4773
5 O 1.3748 0.4875 1.9988
6 O 0.8900 -0.8917 -2.2266
7 C -0.6281 0.6316 -0.6721
8 H -0.0441 1.0917 0.1927
9 H -0.0795 1.1551 -1.4406

These are the Mulliken partial charges, in e, on atoms 1 to 2:
1. Cl -0.118
2. Cl 0.561

=====

2.
DFT (the ωB97M-V functional and the def2-TZVPD basis) results for one molecule with the formula C5H7NO.

Output
Largest force on an atom = 1.361 eV Å⁻¹
Electronic energy = -8832.9966 eV
Orbital gap (spin up / spin down) = 7.76 / 7.56 eV
Net charge = 0
Relative energy (zero: lowest compared OMol25 entry of this formula, charge and spin) = 3.206 eV
Lowest unoccupied orbital energy (spin up / spin down) = 0.5 / 0.7 eV
Highest occupied orbital energy (spin up / spin down) = -0.2686 / -0.2524 Eh

CARTESIAN COORDINATES (ANGSTROEM)
1 O 1.3363 2.1489 0.7993
2 N -0.5683 1.2887 -0.1107
3 C -0.9549 -1.0533 -0.1272
4 C 0.4531 -1.2073 0.2978
5 C 1.3987 -0.1322 -0.0902
6 C 0.7728 1.2193 0.2563
7 C -1.3420 0.2398 -0.5477
8 H -0.9524 2.2243 -0.0928
9 H -1.5092 -1.9072 -0.5245
10 H 1.5877 -0.1405 -1.1814
11 H 0.7098 -1.9672 1.0261
12 H -2.2139 0.4627 -1.1491
13 H -1.0711 -0.9802 1.0096
14 H 2.3535 -0.1958 0.4347

These are the Mulliken partial charges, in e, on atoms 1 to 2:
1. O -0.621
2. N -0.107

=====

3.
DFT (the ωB97M-V functional and the def2-TZVPD basis) results for one molecule with the formula C5H5N3OS.

Output
Largest force on an atom = 2.251 eV Å⁻¹
Electronic energy = -22612.4327 eV
Orbital gap (spin up / spin down) = 6.98 / 6.86 eV
Net charge = 0
Relative energy (zero: lowest compared OMol25 entry of this formula, charge and spin) = 5.268 eV
Lowest unoccupied orbital energy (spin up / spin down) = -1.2 / -1.6 eV
Highest occupied orbital energy (spin up / spin down) = -0.3006 / -0.3100 Eh

CARTESIAN COORDINATES (ANGSTROEM)
1 S 2.7311 1.1913 -0.1111
2 O 1.1779 -2.2749 0.0219
3 N 2.5379 -0.4036 0.0130
4 N 0.8903 3.0993 -0.0007
5 N -0.1734 -2.5408 -0.0037
6 C -0.8447 -1.4134 0.0119
7 C -2.3255 -1.3703 0.0289
8 C 1.2689 1.8961 0.3449
9 C 0.0596 -0.3650 -0.1683
10 C 1.3317 -0.9360 0.0000
11 H -2.6863 -0.7002 -0.7504
12 H -2.6654 -0.9910 0.9936
13 H -2.7280 -2.3689 -0.1278
14 H 1.3980 3.7145 -0.6309
15 H 0.0276 3.4628 0.3788

These are the Mulliken partial charges, in e, on atoms 1 to 2:
1. S 0.049
2. O -0.166

=====

4.
DFT (the ωB97M-V functional and the def2-TZVPD basis) results for one molecule with the formula C4H15FNOP3.

Output
Largest force on an atom = 1.457 eV Å⁻¹
Electronic energy = -38509.3503 eV
Orbital gap = 8.30 eV
Net charge = 0
Lowest unoccupied orbital energy = 0.6 eV
Structure (SMILES) = CC[C@H](F)[PH2]([PH2]=N)P(C)O
Highest occupied orbital energy = -0.2846 Eh

CARTESIAN COORDINATES (ANGSTROEM)
1 P -2.5185 0.0189 0.2536
2 P -0.6291 1.2129 -0.1504
3 P 1.1426 2.6517 -0.1791
4 F 0.6294 0.4144 -2.3506
5 O -2.9950 -0.4919 -1.2658
6 N 1.7851 2.7421 1.2698
7 C 1.6154 -0.5693 -0.4201
8 C 1.4928 -1.9005 0.3106
9 C -1.9466 -1.5147 1.1277
10 C 0.3358 -0.1132 -1.0939
11 H 0.8401 -2.5888 -0.2125
12 H -1.1114 -1.2187 1.7533
13 H 1.1502 -1.7669 1.3277
14 H -1.6307 -2.2750 0.4253
15 H 2.0741 2.2112 -1.1460
16 H 2.3443 -0.6663 -1.2145
17 H -3.9468 -0.6873 -1.2009
18 H 1.3187 2.1558 1.9538
19 H -0.3279 -0.9585 -1.2476
20 H -1.4484 2.0622 -0.9457
21 H 2.0144 0.1700 0.2698
22 H 2.4738 -2.3578 0.3388
23 H -0.6645 1.4223 1.2645
24 H 0.7373 3.9308 -0.6301
25 H -2.7351 -1.8834 1.7621

These are the Mulliken partial charges, in e, on atoms 1 to 2:
1. P 0.018
2. P -0.145

=====

5.
DFT (the ωB97M-V functional and the def2-TZVPD basis) results for a 2-piece molecular cluster, C4H12 overall.

Output
Largest force on an atom = 4.306 eV Å⁻¹
Electronic energy = -4341.4188 eV
Orbital gap = 12.81 eV
Net charge = 0
Relative energy (zero: lowest compared OMol25 entry of this formula, charge and spin) = 1.109 eV
Lowest unoccupied orbital energy = 1.1 eV
Structure (SMILES) = CC.CC
Highest occupied orbital energy = -0.4291 Eh

CARTESIAN COORDINATES (ANGSTROEM)
1 C 1.9835 -0.3771 -1.0238
2 C 1.2284 0.2555 -2.2247
3 C -1.8332 -0.5602 1.3685
4 C -1.3017 0.7670 1.9627
5 H -2.0706 -1.3676 2.0366
6 H -2.7040 -0.4658 0.8267
7 H 0.1941 -0.0207 -2.1623
8 H 2.5974 -1.2068 -1.3958
9 H 1.3155 -0.9308 -0.4085
10 H 1.6594 0.0428 -3.0959
11 H -0.4259 1.1182 1.4718
12 H -2.0423 1.5628 1.6398
13 H -1.1603 -1.1458 0.7844
14 H -1.2649 0.5704 3.0256
15 H 2.5107 0.4151 -0.5256
16 H 1.3137 1.3431 -2.2794

These are the Mulliken partial charges, in e, on atoms 1 to 2:
1. C -0.700
2. C -0.928

=====

6.
DFT (the ωB97M-V functional and the def2-TZVPD basis) results for C3H7NOS as an isolated structure.

Output
Largest force on an atom = 6.028 eV Å⁻¹
Electronic energy = -17590.6369 eV
Orbital gap = 9.07 eV
Net charge = 0
Relative energy (zero: lowest compared OMol25 entry of this formula, charge and spin) = 7.292 eV
Lowest unoccupied orbital energy = 0.2 eV
Highest occupied orbital energy = -0.3250 Eh

CARTESIAN COORDINATES (ANGSTROEM)
1 S 0.9607 -0.6712 -0.7679
2 O -0.3206 2.0285 -0.3941
3 N -1.2108 0.9820 0.0018
4 C -0.5529 -0.1389 0.1079
5 C -1.4643 -1.3705 0.0685
6 C 2.2117 0.2995 0.3900
7 H 3.1735 -0.2991 0.7938
8 H -1.1848 -2.7023 0.2189
9 H -1.9517 -1.4716 -1.1963
10 H -2.3475 -0.9692 0.8299
11 H -1.0781 2.7330 -1.1305
12 H 1.4989 0.3234 1.1938
13 H 2.2658 1.2564 -0.1158

These are the Mulliken partial charges, in e, on atoms 1 to 2:
1. S -0.089
2. O -0.397